Entry from the OMol25 dataset: 2 unconnected molecules or ions with the total composition C3H4N2O in a non-equilibrium geometry (ωB97M-V with the def2-TZVPD basis set).

Computed properties:
Net charge = 0
Relative energy (zero: lowest compared OMol25 entry of this formula, charge and spin) = 937.7 kJ/mol

Bonds (Å) are listed after each position.
Geometry (Å):
1 H -0.936 -2.201 -0.506  C8 1.060
2 C -0.163 -0.186 -0.011  C3 1.492, N4 1.505, C8 1.323
3 C -0.390 0.356 1.360  C2 1.492, N7 1.324, H10 1.146
4 N 0.646 1.072 -0.183  C2 1.505, N7 1.334
5 O 0.612 -1.280 -2.581  H6 1.206
6 H 0.665 -0.128 -2.227  O5 1.206
7 N 0.441 1.354 1.104  C3 1.324, N4 1.334, H9 1.029
8 C -0.437 -1.285 -0.693  H1 1.060, C2 1.323
9 H 0.576 2.302 1.485  N7 1.029
10 H -1.015 -0.004 2.251  C3 1.146